(1)
Molecular formula: C10H34O12
Method: DFT, ωB97M-V with the def2-TZVPD basis set

Geometry as XYZ:
```
56
Properties=species:S:1:pos:R:3:forces:R:3:lowdin_charge:R:1
O -3.16064 -1.58371 -0.19268 -0.1 0.1 0.6 -0.0895
C -3.71027 -0.95271 1.00143 0.3 -0.4 -1.5 -0.2079
C -2.73026 0.02256 1.57701 -0.4 0.5 0.8 -0.2599
O -2.68875 1.23322 0.84815 0.2 -0.3 -0.1 -0.0654
H -3.04527 -0.87687 -0.83685 0.1 0.0 0.0 0.0454
H -4.61376 -0.43059 0.67929 -0.1 0.1 0.4 0.1217
H -3.95406 -1.75844 1.69051 0.0 0.0 0.0 0.1149
H -1.74074 -0.42755 1.66247 0.0 -0.1 -0.1 0.0900
H -3.07237 0.26386 2.59399 0.1 0.1 -0.1 0.1261
H -1.95089 1.15021 0.22693 0.1 0.1 0.0 0.0333
O 1.28458 -1.00694 1.20671 0.4 0.2 -0.4 -0.1125
C 0.65789 -2.22618 1.61389 -0.1 0.4 0.4 -0.2067
C -0.06096 -2.08360 2.94958 0.1 -0.3 0.2 -0.2359
O 0.72995 -2.46435 4.07365 0.0 0.3 -0.2 -0.0578
H 2.07720 -0.79602 1.73183 -0.2 -0.2 0.1 0.0806
H -0.09684 -2.45026 0.85880 0.2 -0.1 -0.2 0.1200
H 1.41359 -3.01306 1.67538 -0.2 -0.2 -0.1 0.1224
H -1.00594 -2.64038 2.92655 0.1 -0.1 0.0 0.1230
H -0.31439 -1.03318 3.07515 0.0 0.0 0.2 0.1104
H 0.94559 -3.39858 3.99985 -0.1 0.0 0.0 0.0826
O -4.51360 2.22867 -1.56812 -0.2 0.1 0.1 -0.0537
C -4.15195 1.45091 -2.68630 -0.5 -0.2 0.0 -0.2554
C -2.99020 1.99000 -3.46167 0.6 -0.3 0.2 -0.2646
O -3.40262 3.14409 -4.16267 -0.1 0.2 -0.3 -0.0517
H -3.87512 2.93423 -1.43957 0.0 0.0 0.1 0.0822
H -3.94448 0.41982 -2.37202 0.2 0.1 0.1 0.1053
H -5.02783 1.39722 -3.34151 0.1 0.0 -0.1 0.1248
H -2.59968 1.19518 -4.11006 -0.2 0.1 -0.2 0.1247
H -2.16559 2.23429 -2.77396 -0.1 0.0 0.1 0.1138
H -2.70650 3.41136 -4.76867 0.0 0.0 0.0 0.0856
O 0.71973 1.80562 1.83810 0.2 0.1 0.5 -0.0621
C 1.86861 2.60058 2.07045 0.2 -0.4 -0.5 -0.2473
C 2.91043 1.99106 2.99179 0.0 -0.2 -0.2 -0.2075
O 3.37848 0.72934 2.46707 -0.1 0.0 -0.1 -0.0791
H 0.96694 0.88033 1.67390 0.0 0.3 -0.1 0.0378
H 2.37267 2.80222 1.11015 -0.1 0.1 0.1 0.1107
H 1.54294 3.55692 2.48122 -0.1 0.0 0.1 0.1218
H 2.54145 1.77598 3.99353 -0.2 0.2 0.0 0.1215
H 3.73969 2.70128 3.04416 0.0 0.0 0.2 0.1201
H 4.30640 0.80914 2.23298 -0.1 0.0 0.0 0.0897
O 2.64972 -1.29998 -1.78455 0.0 0.2 -0.4 -0.0684
C 2.44251 -2.70967 -1.76869 -0.4 0.3 0.8 -0.2405
C 3.75149 -3.44918 -1.74081 0.2 -0.5 -0.1 -0.2549
O 4.42957 -3.44498 -2.98887 -0.1 -0.1 0.0 -0.0603
H 2.44904 -0.93281 -0.91907 0.0 -0.1 0.1 0.0543
H 1.85879 -2.98023 -0.87890 0.1 -0.1 -0.1 0.1032
H 1.82042 -2.97127 -2.62471 0.2 -0.1 -0.2 0.1263
H 3.57126 -4.49467 -1.46582 0.0 0.0 -0.3 0.1201
H 4.40276 -3.05498 -0.95118 -0.1 0.2 0.0 0.1184
H 4.28305 -2.59339 -3.41338 0.1 0.1 0.1 0.0821
O -0.49704 0.55451 -0.87895 -0.1 0.0 -0.2 -0.0317
H 0.10688 1.22725 -1.21502 0.1 0.1 0.1 0.0358
H 0.07508 -0.17534 -0.61455 0.0 0.0 0.1 0.0283
O 1.53607 3.19119 -1.75531 -0.1 -0.1 0.0 -0.0466
H 0.85554 3.85783 -1.61896 0.0 0.0 0.0 0.0427
H 2.33145 3.69006 -1.96164 0.0 0.0 0.0 0.0397
```
Positions in Å, forces in eV/Å.

Calculated values
SMILES   OCCO.OCCO.OCCO.OCCO.OCCO.O.O
Charge   0


(2)
Molecular formula: C24H36BCl4N4O8
Method: DFT, ωB97M-V with the def2-TZVPD basis set

Geometry as XYZ:
```
77
Properties=species:S:1:pos:R:3:forces:R:3:lowdin_charge:R:1
O 2.92653 -1.02294 4.22657 0.5 -0.1 0.1 0.1629
C 2.66730 -0.91869 3.06991 -0.9 -0.1 0.6 -0.3856
O 1.77801 -0.05860 2.56782 -0.2 0.1 -0.9 0.1969
B 1.60683 -0.33276 1.11706 0.4 -0.6 0.5 -0.8954
O 2.57554 -1.37871 0.80656 -0.5 0.3 -0.1 0.2070
C 3.14191 -1.80569 1.92576 1.6 -0.8 -0.9 -0.3803
O 3.96083 -2.68491 1.95011 -0.5 0.4 0.6 0.1539
O 1.80436 0.86094 0.28843 -0.3 0.1 0.0 0.2265
C 0.69262 1.11016 -0.37666 0.0 -0.2 0.0 -0.4022
O 0.48651 2.03161 -1.10968 0.1 0.4 -0.3 0.1116
C -0.34329 0.03576 -0.01904 -0.6 0.6 0.4 -0.3747
O 0.22237 -0.82780 0.79089 0.0 0.3 0.0 0.2138
O -1.50740 0.11275 -0.32800 0.8 -0.4 -0.3 0.1170
C -3.35048 -1.75074 1.33288 0.5 -0.2 0.1 -0.1034
C -3.91052 -1.50137 -0.06123 -0.8 -0.4 0.5 -0.2493
C -4.36798 -0.04826 -0.22396 0.1 0.2 -1.0 -0.2137
C -5.53128 0.33380 0.57629 0.4 -0.1 0.3 -0.2368
N -6.44287 0.66768 1.18869 -0.2 0.0 0.1 0.1250
H -4.04008 -1.38594 2.09580 0.0 -0.1 0.0 0.0724
H -2.38292 -1.26534 1.48067 -0.2 0.2 -0.1 0.0474
H -3.13565 -2.80508 1.52281 -0.3 -0.1 -0.1 0.0690
H -4.78609 -2.14397 -0.20156 -0.1 0.0 0.0 0.1103
H -3.21858 -1.82953 -0.83486 0.1 0.6 0.0 0.0783
H -4.67728 0.17914 -1.24971 0.1 -0.3 0.0 0.0655
H -3.52815 0.63349 -0.07787 -0.3 0.0 0.4 0.0944
C -0.99286 1.86422 3.20879 0.5 -0.4 0.9 -0.0888
C -1.70802 0.67880 3.88623 -0.6 0.7 -1.0 -0.2405
C -0.90202 -0.45912 4.51004 -0.5 0.2 -0.2 -0.1736
C 0.07413 0.04876 5.46468 0.2 -0.1 -0.1 -0.2399
N 0.88520 0.49142 6.14362 -0.1 0.1 0.3 0.1600
H -0.20129 1.62562 2.49843 -0.2 -0.4 -0.1 0.0543
H -0.46125 2.41485 3.98983 -0.2 0.4 -0.1 0.0739
H -1.74502 2.47529 2.71609 0.1 0.2 0.1 0.0711
H -2.41593 0.29541 3.14388 0.2 -0.5 0.1 0.0826
H -2.36964 1.09814 4.64964 0.2 0.0 0.2 0.1095
H -0.39816 -1.07040 3.76216 0.1 0.1 0.0 0.1104
H -1.65055 -1.07125 5.01669 0.3 -0.3 0.1 0.1169
C 5.12978 -0.35656 -1.42443 -0.4 0.7 -0.4 -0.0875
C 4.36513 0.93805 -1.79898 0.7 -0.8 1.1 -0.2421
C 3.25056 0.76367 -2.84122 0.6 0.2 0.1 -0.1740
C 2.48645 -0.49718 -2.73372 -0.2 0.7 0.3 -0.1892
N 1.87455 -1.46796 -2.66147 0.1 0.2 -0.1 0.1981
H 5.97160 -0.09641 -0.78401 0.2 -0.1 -0.1 0.0723
H 5.46269 -0.84815 -2.33901 0.2 -0.2 0.1 0.0733
H 4.49310 -1.02864 -0.85042 -0.1 -0.1 -0.2 0.0598
H 5.06978 1.71475 -2.10016 -0.1 -0.1 -0.5 0.1035
H 3.99465 1.31139 -0.84324 -0.6 0.1 -0.2 0.0932
H 3.65781 0.77137 -3.85334 0.2 -0.1 0.0 0.1169
H 2.65905 1.67503 -2.76033 -0.7 -0.4 -0.1 0.0812
C -1.75852 -5.44706 -1.35110 1.4 0.4 -0.6 -0.0943
C -1.21116 -4.10432 -0.81745 -0.5 -0.9 0.7 -0.2427
C 0.24117 -3.83384 -1.19065 -0.7 1.9 -0.4 -0.2172
C 1.23105 -4.70153 -0.62333 0.3 -0.6 -0.2 -0.2389
N 2.03732 -5.39011 -0.18593 0.1 -0.2 0.1 0.1531
H -1.94404 -5.46887 -2.42786 -0.4 0.3 0.1 0.0682
H -2.60641 -5.81244 -0.78312 -0.1 -0.1 -0.1 0.0651
H -0.89243 -6.11382 -1.26735 -0.4 -0.5 0.4 0.0654
H -1.26891 -4.23127 0.26848 0.1 0.4 0.0 0.1082
H -1.82397 -3.23541 -1.05624 0.1 -0.1 -0.2 0.0821
H 0.50520 -2.82591 -0.84648 0.0 -0.1 0.2 0.0829
H 0.32887 -3.68800 -2.27000 0.3 -0.6 0.0 0.1104
Cl 0.35025 5.02770 1.44963 -0.6 0.3 0.7 0.5839
C 1.73385 4.66279 0.41740 0.2 0.3 0.3 -0.6728
C 1.80692 5.76257 -0.61167 0.2 -0.4 -0.6 -0.6451
Cl 3.20975 5.42832 -1.70577 -0.2 0.0 0.0 0.5082
H 1.50853 3.66644 0.05913 0.4 0.1 -0.6 0.0287
H 2.63848 4.68320 1.02199 -0.1 -0.2 0.1 0.0760
H 1.99680 6.74042 -0.18200 -0.1 -0.1 0.2 0.0616
H 0.90488 5.80076 -1.21685 0.1 0.0 -0.1 0.0655
Cl 0.27496 2.57719 -4.39517 0.0 0.1 -0.3 0.5774
C -1.46105 2.88136 -4.14099 -0.4 -0.6 0.4 -0.6436
C -2.09637 1.56766 -3.71169 0.8 -0.4 0.7 -0.6686
Cl -3.80542 1.77344 -3.26733 -0.3 0.2 -0.5 0.5868
H -1.92493 3.23435 -5.05740 0.2 0.2 0.0 0.0673
H -1.55310 3.59876 -3.33178 0.0 0.2 -0.1 0.0676
H -1.64653 1.19505 -2.79058 0.2 0.2 0.0 0.0395
H -1.94511 0.77648 -4.44330 -0.4 0.2 -0.3 0.0738
```
Positions in Å, forces in eV/Å.

Calculated values
Charge   -1


(3)
Molecular formula: C2H3ClO
Method: DFT, ωB97M-V with the def2-TZVPD basis set

Geometry as XYZ:
```
7
Properties=species:S:1:pos:R:3:forces:R:3:lowdin_charge:R:1
C -0.52164 -1.56033 -0.59712 1.0 -2.5 1.1 0.1297
C 0.47592 1.14196 0.70033 -3.4 -2.9 0.9 -0.7400
O 0.34520 0.23307 -0.07858 1.2 1.3 -1.3 -0.1267
Cl 1.71170 2.27262 0.76930 0.7 0.6 0.0 0.7385
H -1.51958 -1.22122 -0.71942 -1.0 1.1 -0.5 -0.0851
H -0.13527 -1.97384 -1.56544 0.0 1.3 0.2 -0.0465
H -0.35632 1.10775 1.49092 1.4 1.2 -0.4 0.1302
```
Positions in Å, forces in eV/Å.

Calculated values
Charge   0


no.,electronic energy (eV),HOMO energy (eV)
1,-35488.9559,-9.4
2,-98586.8431,-7.6
3,-16686.9709,-8.1